# C7H23NO6

A 7-piece molecular cluster, C7H23NO6 overall at a distorted geometry (ωB97M-V/def2-TZVPD, the Open Molecules 2025 dataset).

Computed properties:
- Relative energy (zero: lowest compared OMol25 entry of this formula, charge and spin): 0.0938 eV
- Multiplicity: 1
- E_tot: -21406.3115 eV
- Charge: 0
- Structure (SMILES): Cc1c[nH]c(C)c1C.O.O.O.O.O.O
- HOMO-LUMO gap: 8.351 eV
- HOMO energy: -8.1 eV
- LUMO: 0.2 eV

Last columns: bonded neighbours and bond lengths (Å).
Geometry (Å):
1 C -1.065 1.386 1.159  C18 1.394, N31 1.382, H33 1.100
2 H -4.384 -0.577 0.910  O6 0.969
3 H 1.585 2.713 1.599  O36 0.907
4 C -0.326 -1.035 1.545  H5 1.092, H14 1.087, H16 1.066, C18 1.487
5 H -1.341 -1.343 1.808  C4 1.092
6 O -4.193 0.371 0.844  H2 0.969, H12 0.909
7 C -0.061 2.476 -2.139  H10 1.080, H20 1.023, H24 1.092, C26 1.458
8 O 3.799 -1.210 1.115  H15 0.944, H34 0.966
9 H -1.659 -0.159 -2.166  O17 0.980
10 H -0.025 1.688 -2.877  C7 1.080
11 O 3.215 -3.387 -0.479  H27 1.029, H30 0.926
12 H -3.286 0.344 0.785  O6 0.909
13 H 2.244 0.499 -1.333  C25 1.113
14 H -0.060 -1.862 0.892  C4 1.087
15 H 3.225 -0.785 1.732  O8 0.944
16 H 0.253 -0.947 2.435  C4 1.066
17 O -1.659 -0.157 -3.146  H9 0.980, H35 0.983
18 C -0.332 0.254 0.805  C1 1.394, C4 1.487, C37 1.406
19 H -2.093 -2.487 0.714  O32 0.958
20 H 0.677 3.135 -2.398  C7 1.023
21 H 1.461 -1.117 -0.798  C25 1.095
22 H 0.878 -0.389 -2.157  C25 1.052
23 H 1.309 1.325 2.141  O36 0.970
24 H -0.937 3.042 -2.465  C7 1.092
25 C 1.327 -0.126 -1.243  H13 1.113, H21 1.095, H22 1.052, C37 1.480
26 C -0.221 1.820 -0.846  C7 1.458, N31 1.361, C37 1.444
27 H 3.642 -2.852 0.290  O11 1.029
28 H -3.070 -3.329 1.487  O32 0.956
29 H -1.440 3.243 0.185  N31 1.018
30 H 2.751 -2.807 -1.032  O11 0.926
31 N -1.013 2.321 0.141  C1 1.382, C26 1.361, H29 1.018
32 O -3.029 -2.577 0.899  H19 0.958, H28 0.956
33 H -1.662 1.557 2.067  C1 1.100
34 H 4.561 -0.620 1.052  O8 0.966
35 H -1.323 -1.066 -3.308  O17 0.983
36 O 1.910 2.085 2.167  H3 0.907, H23 0.970
37 C 0.341 0.571 -0.388  C18 1.406, C25 1.480, C26 1.444